The following is a DFT calculation (the ωB97M-V functional and the def2-TZVPD basis) of a single C3H3NO2 molecule.

E_tot   -8741.7185 eV
SMILES string   O=C1CC=NO1
Lowest unoccupied orbital energy   0.296 eV
Charge   0
HOMO energy   -10.7 eV
Relative energy (zero: lowest compared OMol25 entry of this formula, charge and spin)   329.3 kJ/mol
2S+1   1

Geometry (Å):
1 O 2.34 -0.43 -0.18
2 C 1.13 -0.37 -0.13
3 C 0.09 0.66 0.27
4 C -1.15 -0.03 -0.15
5 N -0.99 -1.29 -0.13
6 O 0.41 -1.51 0.30
7 H 0.14 1.25 1.18
8 H 0.11 1.42 -0.62
9 H -2.07 0.30 -0.54

***

The following is a DFT calculation (the ωB97M-V functional and the def2-TZVPD basis) of a single C3H7NO3 molecule.

E_tot   -10855.6533 eV
SMILES string   NC[C@@H](O)C(=O)O
Lowest unoccupied orbital energy   0.329 eV
Charge   0
HOMO energy   -9.8 eV
Relative energy (zero: lowest compared OMol25 entry of this formula, charge and spin)   261.9 kJ/mol
2S+1   1

Geometry (Å):
1 N 2.22 -0.48 0.10
2 C 0.84 -0.71 -0.27
3 C -0.27 0.20 0.26
4 O -0.13 1.58 0.06
5 C -1.64 -0.43 0.03
6 O -1.72 -1.62 0.10
7 O -2.64 0.38 -0.08
8 H 2.09 -0.32 1.26
9 H 2.40 0.44 -0.50
10 H 0.41 -1.74 -0.23
11 H 0.75 -0.49 -1.38
12 H -0.28 0.25 1.41
13 H 0.20 1.63 -0.81
14 H -2.24 1.31 0.03

***

The following is a DFT calculation (the ωB97M-V functional and the def2-TZVPD basis) of a molecular structure, C2BiLiO4.

E_tot   -16298.0485 eV
<S²>   1.760
Lowest unoccupied orbital energy (spin up / spin down)   -8.743 / -8.381 eV
Charge   +1
HOMO energy (spin up / spin down)   -12.4 / -12.8 eV
Relative energy (zero: lowest compared OMol25 entry of this formula, charge and spin)   457.8 kJ/mol
2S+1   2

Geometry (Å):
1 O -1.10 0.42 0.88
2 Li -0.86 -1.42 0.46
3 O -2.58 1.48 -0.44
4 O -2.35 -0.75 -0.50
5 C -2.09 0.41 0.01
6 C 1.52 -0.84 0.10
7 O 2.58 -0.58 0.38
8 Bi 4.88 1.28 -0.89

***

The following is a DFT calculation (the ωB97M-V functional and the def2-TZVPD basis) of a single C3H5ClOS molecule.

E_tot   -28597.0582 eV
SMILES string   CSC(=O)CCl
Lowest unoccupied orbital energy   0.698 eV
Charge   0
HOMO energy   -9.5 eV
Relative energy (zero: lowest compared OMol25 entry of this formula, charge and spin)   8.0 kJ/mol
2S+1   1

Geometry (Å):
1 C -1.87 -0.99 -0.43
2 S -0.72 -0.44 0.87
3 C 0.56 0.14 -0.18
4 O 0.59 -0.11 -1.36
5 C 1.72 0.90 0.49
6 Cl 1.16 1.63 2.00
7 H -1.31 -1.76 -0.97
8 H -2.87 -1.19 0.04
9 H -1.95 -0.11 -1.07
10 H 2.14 1.70 -0.13
11 H 2.54 0.23 0.75

***

The following is a DFT calculation (the ωB97M-V functional and the def2-TZVPD basis) of 10 unconnected molecules or ions with the total composition C17H35N9O18S.

E_tot   -79276.3840 eV
SMILES string   C[N+](=O)[O-].C[N+](=O)[O-].C[N+](=O)[O-].C[N+](=O)[O-].C[N+](=O)[O-].C[N+](=O)[O-].C[N+](=O)[O-].O=S1(=O)OCCO1.c1cc[nH]c1.c1cc[nH]c1
Lowest unoccupied orbital energy   -0.887 eV
Charge   0
HOMO energy   -8.0 eV
Relative energy (zero: lowest compared OMol25 entry of this formula, charge and spin)   0.0 kJ/mol
2S+1   1

Geometry (Å):
1 C -26.34 20.53 -3.99
2 N -27.76 20.28 -4.33
3 O -28.16 19.13 -4.32
4 O -28.44 21.26 -4.51
5 H -25.91 20.77 -4.96
6 H -25.90 19.61 -3.64
7 H -26.23 21.34 -3.27
8 C -24.34 14.06 0.03
9 N -25.80 14.33 0.06
10 O -26.49 13.60 0.76
11 O -26.23 15.37 -0.40
12 H -23.98 14.68 0.86
13 H -23.93 14.39 -0.91
14 H -24.09 13.04 0.29
15 C -27.98 16.69 -6.26
16 N -26.56 17.09 -6.05
17 O -25.72 16.22 -5.95
18 O -26.31 18.27 -6.10
19 H -28.17 15.97 -5.46
20 H -28.09 16.26 -7.25
21 H -28.64 17.55 -6.15
22 C -27.59 18.39 0.43
23 N -27.14 19.46 -0.52
24 O -25.97 19.45 -0.85
25 O -27.99 20.20 -0.98
26 H -27.71 17.42 -0.05
27 H -28.60 18.68 0.71
28 H -26.83 18.45 1.19
29 C -22.58 16.18 -6.69
30 N -21.20 16.70 -6.61
31 O -21.00 17.89 -6.75
32 O -20.35 15.94 -6.21
33 H -23.27 16.96 -6.38
34 H -22.69 15.27 -6.11
35 H -22.76 15.96 -7.74
36 C -26.87 13.34 -5.31
37 N -25.81 13.71 -4.35
38 O -24.68 13.38 -4.62
39 O -26.16 14.42 -3.43
40 H -27.88 13.62 -5.05
41 H -26.86 12.25 -5.41
42 H -26.66 13.73 -6.30
43 C -24.65 16.91 -2.71
44 N -23.25 16.43 -2.62
45 O -22.53 16.56 -3.57
46 O -22.81 16.16 -1.52
47 H -24.79 17.84 -2.15
48 H -25.31 16.16 -2.28
49 H -24.85 17.04 -3.77
50 O -20.59 19.99 2.69
51 S -20.78 20.30 1.29
52 O -20.87 21.68 0.91
53 O -19.66 19.56 0.41
54 C -20.22 18.87 -0.73
55 C -21.63 18.45 -0.22
56 O -22.01 19.55 0.58
57 H -20.32 19.62 -1.51
58 H -19.55 18.07 -1.03
59 H -21.51 17.49 0.28
60 H -22.33 18.46 -1.05
61 C -21.69 20.05 -4.04
62 C -20.79 21.11 -4.20
63 C -21.18 22.18 -3.42
64 N -22.35 21.80 -2.81
65 C -22.65 20.52 -3.17
66 H -21.69 19.12 -4.59
67 H -19.91 21.17 -4.83
68 H -20.78 23.17 -3.35
69 H -22.93 22.43 -2.29
70 H -23.59 20.11 -2.83
71 C -19.64 13.16 -2.83
72 C -20.11 11.83 -2.63
73 C -21.46 11.80 -2.84
74 N -21.80 13.03 -3.36
75 C -20.73 13.85 -3.31
76 H -18.61 13.45 -2.75
77 H -19.60 10.98 -2.21
78 H -22.20 11.03 -2.74
79 H -22.74 13.31 -3.60
80 H -20.80 14.87 -3.66

***

The following is a DFT calculation (the ωB97M-V functional and the def2-TZVPD basis) of a single C2H5PS molecule.

E_tot   -22275.3004 eV
Lowest unoccupied orbital energy (spin up / spin down)   -0.483 / -0.393 eV
Charge   0
HOMO energy (spin up / spin down)   -7.7 / -8.1 eV
Relative energy (zero: lowest compared OMol25 entry of this formula, charge and spin)   251.2 kJ/mol
2S+1   1

Geometry (Å):
1 C 2.24 0.34 0.38
2 C -0.63 -0.23 0.04
3 P -2.31 0.40 0.21
4 S 0.72 0.84 -0.16
5 H 2.34 0.05 1.40
6 H 3.10 0.56 -0.29
7 H -0.31 -1.17 0.67
8 H -2.74 0.09 -1.13
9 H -2.05 1.72 -0.18

***

The following is a DFT calculation (the ωB97M-V functional and the def2-TZVPD basis) of 2 unconnected molecules or ions with the total composition C3H10N2O2.

E_tot   -10342.2909 eV
Lowest unoccupied orbital energy   -3.510 eV
Charge   0
HOMO energy   -8.8 eV
Relative energy (zero: lowest compared OMol25 entry of this formula, charge and spin)   694.4 kJ/mol
2S+1   1

Geometry (Å):
1 N -1.13 -0.25 1.34
2 C 0.26 -0.30 1.42
3 C 0.98 0.59 0.29
4 N 0.59 -0.04 -1.00
5 C 0.22 0.95 -2.00
6 O 0.72 1.82 0.42
7 H -1.43 -1.07 0.74
8 H -1.58 -0.15 2.24
9 H 2.07 0.35 0.32
10 H 0.63 -1.32 1.25
11 H -0.17 -0.75 -0.88
12 H -0.67 1.49 -1.68
13 H 0.00 0.47 -2.96
14 H 1.06 1.65 -2.09
15 H 0.62 0.08 2.38
16 H -1.60 -2.87 -0.55
17 O -1.13 -2.09 -0.29

***

The following is a DFT calculation (the ωB97M-V functional and the def2-TZVPD basis) of a molecular structure, CH2Cl2O2P.

E_tot   -39500.2380 eV
Lowest unoccupied orbital energy   3.275 eV
Charge   -1
HOMO energy   -5.4 eV
Relative energy (zero: lowest compared OMol25 entry of this formula, charge and spin)   165.6 kJ/mol
2S+1   1

Geometry (Å):
1 C -0.65 0.25 -0.48
2 O 1.98 0.22 -0.78
3 O 1.13 0.08 1.69
4 P 0.97 -0.26 0.25
5 Cl -1.99 -0.49 1.13
6 Cl -0.78 2.02 -0.67
7 H -1.04 -0.27 -1.25
8 H 0.40 -1.55 0.11